C44H63ClN3O5SSbSi3Sn as an isolated structure in a non-equilibrium geometry. Source: the Open Molecules 2025 dataset; level of theory: ωB97M-V with the def2-TZVPD basis set.

Each line ends with the Löwdin charge.
Cartesian coordinates (Å):
Sn: -1.143 0.398 -0.004  1.4292
C: 3.279 -2.611 1.519  -0.2828
Sb: 2.548 -0.615 1.012  1.5024
C: 0.408 -1.355 0.873  -0.5060
C: 0.225 -2.611 0.201  -0.4854
C: 0.095 -2.879 -1.165  -0.0624
C: -0.087 -4.182 -1.576  -0.0586
C: -0.103 -5.202 -0.628  -0.0534
C: 0.044 -4.855 0.703  -0.1100
N: 0.182 -3.606 1.100  0.0319
Si: -0.094 -1.751 2.710  0.4463
C: -0.170 -0.016 3.533  -0.1989
C: -1.824 -2.529 2.928  -0.1353
C: 1.082 -2.673 3.904  -0.1747
C: 3.957 -0.333 -0.806  -0.5319
C: 3.186 0.156 -1.951  -0.4702
C: 3.667 1.125 -2.846  -0.0645
C: 2.954 1.431 -3.987  -0.0512
C: 1.782 0.730 -4.252  -0.0513
C: 1.383 -0.207 -3.317  -0.1582
N: 2.023 -0.461 -2.188  0.1044
Si: 5.169 0.961 -0.066  0.4757
C: 4.306 2.669 0.050  -0.1536
C: 5.616 0.550 1.742  -0.1993
C: 6.839 1.164 -0.977  -0.1661
Si: 4.813 -1.924 -1.494  0.5358
C: 3.552 -3.319 -1.852  -0.1627
C: 6.241 -2.560 -0.385  -0.1669
C: 5.613 -1.505 -3.180  -0.1563
H: 2.420 -3.245 1.699  -0.0226
H: 3.866 -2.546 2.430  0.0122
H: 3.888 -3.040 0.736  -0.0366
H: 0.136 -2.061 -1.862  0.0709
H: -0.217 -4.417 -2.622  0.1152
H: -0.241 -6.231 -0.912  0.1036
H: 0.035 -5.599 1.490  0.1214
H: -0.625 0.724 2.877  -0.0292
H: 0.825 0.341 3.781  0.0215
H: -0.748 -0.053 4.450  0.0323
H: -2.612 -1.875 2.582  -0.0026
H: -1.997 -2.723 3.980  0.0386
H: -1.933 -3.467 2.402  0.0226
H: 2.048 -2.188 3.970  0.0124
H: 1.235 -3.712 3.645  0.0236
H: 0.638 -2.646 4.894  0.0334
H: 4.615 1.599 -2.667  0.0926
H: 3.320 2.169 -4.686  0.1190
H: 1.223 0.884 -5.159  0.1101
H: 0.509 -0.816 -3.508  0.0905
H: 3.629 2.676 0.897  0.0076
H: 3.736 2.923 -0.837  0.0113
H: 5.038 3.456 0.205  0.0369
H: 4.784 0.764 2.405  -0.0019
H: 6.457 1.154 2.063  0.0340
H: 5.891 -0.489 1.878  0.0117
H: 6.748 1.587 -1.971  0.0207
H: 7.359 0.218 -1.070  0.0121
H: 7.479 1.829 -0.406  0.0322
H: 2.655 -3.232 -1.251  -0.0069
H: 3.987 -4.297 -1.668  0.0354
H: 3.243 -3.294 -2.893  0.0316
H: 6.082 -2.399 0.674  0.0052
H: 7.179 -2.084 -0.647  0.0219
H: 6.375 -3.626 -0.534  0.0333
H: 4.858 -1.259 -3.920  0.0264
H: 6.179 -2.351 -3.558  0.0363
H: 6.292 -0.664 -3.113  0.0162
O: 1.148 2.127 1.237  -0.1714
H: 1.326 2.928 1.734  0.0612
H: 1.217 2.361 0.296  -0.0140
Cl: -3.431 0.735 -2.457  0.6103
C: -1.696 0.751 -2.299  -0.6762
H: -1.328 1.694 -2.686  -0.0104
H: -1.312 -0.077 -2.884  -0.0300
C: 0.481 3.830 -1.924  -0.0882
O: 0.920 2.563 -1.461  -0.1951
H: 0.108 3.773 -2.947  0.0920
H: 1.291 4.561 -1.878  0.0927
H: -0.332 4.141 -1.273  0.0729
H: 1.544 2.191 -2.096  0.0424
N: -1.915 2.587 1.157  0.0659
C: -2.477 3.709 0.482  -0.3203
C: -3.563 3.517 -0.363  -0.0398
C: -4.164 4.603 -0.970  -0.0331
C: -3.663 5.865 -0.743  -0.2447
C: -2.585 6.073 0.084  -0.0453
C: -1.974 4.987 0.693  -0.0451
S: -4.595 7.277 -1.425  0.4035
O: -4.942 6.843 -2.764  -0.3577
O: -3.667 8.386 -1.338  -0.3610
O: -5.699 7.309 -0.474  -0.3533
H: -1.202 2.894 1.810  0.0827
H: -2.657 2.121 1.686  0.0538
H: -3.930 2.515 -0.518  0.0483
H: -5.011 4.497 -1.626  0.1202
H: -2.240 7.083 0.237  0.1133
H: -1.126 5.131 1.351  0.1084
C: -6.005 -4.890 0.685  -0.0838
C: -6.386 -3.610 1.055  -0.0700
C: -5.547 -2.534 0.833  -0.0097
C: -4.310 -2.722 0.219  -0.2052
C: -3.941 -4.015 -0.162  -0.0366
C: -4.775 -5.088 0.077  -0.0797
C: -3.337 -1.665 -0.006  -0.1386
C: -3.237 -0.448 0.527  -0.2682
C: -4.196 0.325 1.285  -0.3110
C: -3.944 0.707 2.608  -0.0749
C: -4.786 1.589 3.264  -0.0651
C: -5.890 2.118 2.612  -0.0613
C: -6.166 1.727 1.311  -0.0556
C: -5.333 0.842 0.654  -0.0748
H: -6.663 -5.727 0.873  0.1026
H: -7.344 -3.441 1.527  0.1061
H: -5.854 -1.547 1.137  0.0992
H: -2.979 -4.174 -0.632  0.0978
H: -4.464 -6.084 -0.211  0.1032
H: -2.509 -2.002 -0.625  0.0789
H: -3.095 0.285 3.128  0.0998
H: -4.565 1.872 4.284  0.1093
H: -6.530 2.830 3.113  0.1095
H: -7.023 2.131 0.793  0.1162
H: -5.547 0.550 -0.363  0.1111

Cartesian forces (eV/Å) of the 2 atoms listed first:
Sn -1.486 -0.768 -0.127
C -0.110 0.384 -0.081

As for the HOMO energy: -7.4 eV. Its largest force on an atom is 2.363 eV/A. Its energy above the lowest of the compared OMol25 structures with the same formula, charge and spin is 151.00 kJ/mol. The value obtained for the LUMO energy is -2.3 eV.

A 7-piece molecular cluster, C9H31FN11O6 overall in a non-equilibrium geometry. Source: the Open Molecules 2025 dataset; level of theory: ωB97M-V with the def2-TZVPD basis set.

Each line ends with the Löwdin charge.
Cartesian coordinates (Å):
F: -0.396 0.062 -0.687  -0.4982
C: -1.479 -2.249 3.154  -0.0720
C: -0.572 -1.061 3.430  -0.4358
C: 0.876 -1.482 3.200  -0.2268
O: 1.763 -0.399 3.383  -0.1857
C: 3.093 -0.811 3.310  -0.1346
N: -0.985 0.094 2.616  0.0639
H: -1.496 -2.526 2.101  0.0654
H: -2.494 -2.041 3.488  0.0779
H: -1.106 -3.092 3.747  0.0728
H: -0.687 -0.733 4.469  0.1379
H: 0.951 -1.835 2.160  0.1092
H: 1.134 -2.319 3.865  0.1239
H: 3.286 -1.505 2.480  0.0799
H: 3.452 -1.300 4.227  0.0838
H: 3.735 0.052 3.118  0.0858
H: -0.750 -0.137 1.644  0.0367
H: -0.333 0.859 2.785  0.0419
C: -1.685 -1.284 -3.889  -0.6825
O: -2.622 -0.544 -3.632  0.0267
N: -1.672 -2.040 -5.033  0.1375
N: -0.609 -1.388 -3.063  0.1338
H: -0.825 -2.486 -5.337  0.0803
H: -2.339 -1.813 -5.748  0.0941
H: 0.158 -2.011 -3.237  0.0933
H: -0.643 -0.822 -2.209  0.0431
C: -3.831 -0.100 -0.256  -0.6731
O: -5.049 -0.132 -0.108  -0.0090
N: -3.035 -1.212 -0.147  0.1510
N: -3.133 1.052 -0.503  0.1539
H: -3.410 -1.993 0.357  0.0884
H: -2.040 -1.020 -0.103  0.0425
H: -2.242 0.918 -0.955  0.0435
H: -3.623 1.911 -0.353  0.0955
C: 0.339 3.303 1.760  -0.6881
O: 0.185 4.317 2.428  0.0046
N: -0.568 2.882 0.827  0.1593
N: 1.402 2.461 1.908  0.1604
H: -0.508 1.963 0.409  0.0411
H: -1.435 3.385 0.807  0.0986
H: 2.120 2.788 2.528  0.1039
H: 1.632 1.807 1.179  0.0643
C: 3.134 -0.734 -0.519  -0.6855
O: 4.316 -1.042 -0.568  0.0019
N: 2.125 -1.607 -0.193  0.1487
N: 2.662 0.538 -0.658  0.1578
H: 1.207 -1.177 -0.256  0.0514
H: 2.264 -2.586 -0.357  0.1003
H: 1.665 0.619 -0.816  0.0428
H: 3.262 1.327 -0.807  0.1092
C: 0.788 2.353 -3.493  -0.6874
O: 1.098 3.346 -4.132  0.0001
N: 0.050 2.364 -2.348  0.1584
N: 1.105 1.083 -3.906  0.1512
H: -0.294 3.228 -1.974  0.0916
H: -0.259 1.503 -1.901  0.0307
H: 0.797 0.284 -3.379  0.0458
H: 1.518 0.981 -4.813  0.0940

Cartesian forces (eV/Å) of the 2 atoms listed first:
F 0.369 0.028 -0.043
C 0.125 -0.078 0.695

As for the HOMO energy: -6.7 eV. Its largest force on an atom is 1.002 eV/A. Its energy above the lowest of the compared OMol25 structures with the same formula, charge and spin is 0.00 kJ/mol. The value obtained for the LUMO energy is 2.5 eV. Its net charge is -1.

One molecule with the formula C5H10N2O in a non-equilibrium geometry. Source: the Open Molecules 2025 dataset; level of theory: ωB97M-V with the def2-TZVPD basis set.

Each line ends with the Löwdin charge.
Cartesian coordinates (Å):
C: -0.871 0.085 -0.285  -0.2481
C: 1.575 -0.104 0.995  0.0124
C: -0.368 0.169 -1.699  -0.0636
C: -1.073 1.395 0.420  -0.0617
N: 0.336 -0.792 0.597  -0.3502
O: -0.490 -1.061 1.677  -0.2129
C: 0.583 -2.005 0.019  -0.2517
N: 0.729 -3.048 -0.444  0.2128
H: -1.742 -0.560 -0.194  0.1437
H: 1.307 0.815 1.512  0.0939
H: 2.085 -0.732 1.727  0.1117
H: 2.186 0.106 0.115  0.1042
H: 0.463 0.863 -1.798  0.0829
H: -0.256 2.088 0.234  0.0804
H: -0.098 -0.807 -2.100  0.0736
H: -1.195 0.521 -2.321  0.0924
H: -1.997 1.848 0.056  0.0958
H: -1.175 1.218 1.490  0.0844

Cartesian forces (eV/Å) of the 2 atoms listed first:
C 2.178 -0.361 -0.569
C 0.191 0.486 0.009

As for the HOMO energy: -8.8 eV. The SMILES is CC(C)[N@@+](C)([O-])C#N. Its largest force on an atom is 3.683 eV/A. Its energy above the lowest of the compared OMol25 structures with the same formula, charge and spin is 444.92 kJ/mol. The value obtained for the LUMO energy is 0.7 eV.

Question: Number 2 is which compound?
Answer: C9H31FN11O6

Question: Among the records above, which one has the lowest largest force on an atom?
Answer: C9H31FN11O6

Question: What is the largest force on an atom in the first record?
Answer: 2.363 eV/A

Question: The highest largest force on an atom belongs to which entry?
Answer: C5H10N2O